Below is C33H28CaFN6O5 as an isolated structure in a non-equilibrium geometry, with properties calculated with ωB97M-V/def2-TZVPD.

The geometry in XYZ format:
```
74
Properties=species:S:1:pos:R:3:forces:R:3
N 3.072362 0.912850 -4.451842 0.5 0.2 -0.8
C -2.773827 -2.485640 -2.361525 0.0 -0.1 0.0
Ca 1.345045 0.439308 -2.807537 0.1 -1.7 -1.0
H -0.285585 0.999233 4.675733 0.0 0.0 -0.1
H -4.116253 -0.347844 7.687507 0.0 0.0 0.1
H -3.683310 -1.684194 4.131097 0.0 0.0 0.0
H -3.597662 0.162403 6.203510 0.0 0.1 -0.1
C 0.398262 3.491983 4.378857 -0.1 0.0 0.0
H 5.188935 2.141460 -7.446021 0.0 0.0 0.0
H -1.637583 -2.356561 -6.234599 0.0 0.0 0.0
H -4.860437 -1.974259 6.142850 -0.1 0.0 0.0
N 1.239691 1.808080 2.652033 -0.2 0.1 0.1
H 1.851993 -0.808275 -8.018090 -0.1 0.0 0.0
C 2.210252 1.979293 -1.019485 0.1 0.5 0.4
H -1.718023 0.428231 -1.039257 0.0 0.0 0.0
N -1.013073 -0.389136 -2.791536 -0.2 -0.3 -0.1
C -1.971726 -2.468997 -3.486110 -0.1 -0.1 0.0
C -0.706705 -1.816416 -6.116252 -0.1 -0.2 0.0
H 0.219631 3.546838 5.445935 0.1 0.0 -0.1
O 0.396383 -1.904956 -9.543843 -0.1 -0.5 0.3
C 4.601960 1.797501 -6.603070 0.1 0.0 -0.1
C -3.027071 -1.964526 4.950768 0.0 0.2 0.1
C -1.113715 -1.393018 -3.681093 0.1 0.3 -0.2
C -1.145067 -0.755680 3.833944 -0.1 0.0 0.1
C 1.464145 2.559666 3.872562 0.0 -0.1 -0.1
C -0.324594 0.354184 3.807625 0.1 0.1 0.2
C 0.424101 0.689220 2.671492 0.1 0.1 0.0
C 1.254029 -0.915925 -7.123497 0.1 0.0 -0.1
O -1.466563 -2.792964 -8.559595 0.5 -0.2 -0.1
C 0.085939 -1.649377 -7.240840 0.2 -0.2 0.1
C 1.052038 0.220259 0.302389 -0.1 0.5 0.3
H -1.983447 -1.079244 8.308648 0.0 0.0 0.1
C 3.523750 0.956804 -6.807006 0.1 0.0 -0.2
C 4.125133 1.733070 -4.275065 -0.3 -0.3 0.0
O 1.072633 -0.519817 -0.697060 -0.1 -0.2 0.3
H 2.410507 4.436042 4.509884 0.0 0.0 0.0
C -3.788072 -1.887209 6.286164 0.1 0.1 -0.1
H -3.449267 -3.314207 -2.189038 0.0 0.0 0.0
F -1.968640 -2.661396 2.672503 0.0 -0.1 -0.1
H -3.337829 -1.393277 -0.584726 0.0 0.0 0.0
C -1.185761 -1.143465 6.270026 -0.1 0.0 -0.1
C -0.287026 -1.279015 -4.921038 0.0 0.2 0.3
C 1.680784 4.034414 3.822168 0.0 0.1 0.0
H -2.717052 -2.997105 4.793378 0.0 -0.1 0.0
C 1.588298 -0.350357 -5.906355 0.0 0.0 0.2
N -3.482786 -0.556108 6.918576 0.1 -0.2 0.0
C -0.355411 -2.229945 -8.606402 -0.6 0.8 -0.4
C 1.693881 1.503452 0.323286 -0.1 -0.1 -0.1
C 1.820527 2.187840 1.479989 0.1 0.0 0.1
H -1.793495 0.518431 7.568401 0.0 0.1 0.0
H 5.740481 2.854054 -5.107416 0.0 0.0 0.0
H -2.005024 -3.271793 -4.210679 0.0 0.0 0.0
O 1.272695 2.239308 -1.858723 0.4 1.6 1.4
H -0.238438 -0.620609 6.220163 0.1 0.0 0.0
C 0.328542 -0.115359 1.529208 0.1 -0.2 -0.2
H -0.965928 -2.192196 6.494764 0.0 -0.1 0.0
H 2.033002 2.005610 4.608614 0.0 0.0 0.0
H 2.405015 3.096158 1.524705 0.0 0.0 0.0
C -1.204975 -1.548063 2.678946 0.0 -0.1 0.0
N -1.910712 -1.016105 5.005595 0.1 -0.1 0.1
H -3.468379 -2.646011 6.995093 0.0 0.0 0.1
H -0.483351 3.601470 3.759081 0.0 0.0 0.0
O 3.416744 1.929891 -1.246113 -0.3 0.0 0.0
C 4.910266 2.192785 -5.314839 0.1 0.0 0.0
H 4.327840 2.025766 -3.255979 -0.1 0.0 0.1
N 0.834371 -0.548071 -4.813597 -0.3 -0.3 -0.6
C 2.781367 0.531171 -5.718981 -0.2 -0.1 0.4
C -0.491028 -1.242186 1.560037 0.0 -0.2 -0.2
H 1.633624 4.548918 2.872409 0.0 0.0 0.0
H -0.541634 -1.886231 0.688259 0.0 0.1 0.0
C -2.046055 -0.520864 7.378462 -0.1 0.0 -0.1
H 3.258125 0.642498 -7.806373 0.0 0.0 0.1
C -2.707852 -1.427255 -1.464372 -0.1 -0.1 0.0
C -1.808990 -0.414538 -1.716707 0.2 0.2 -0.2
```
Positions in Å, forces in eV/Å.

Properties
total charge: +1
highest occupied orbital energy: -0.323 Ha
spin multiplicity: 1
gap between HOMO and LUMO: 0.188 Ha